This record from the Open Molecules 2025 dataset describes a 2-piece molecular cluster, C2H8O2 overall in a non-equilibrium geometry. The level of theory is ωB97M-V/def2-TZVPD.

The total energy is -6297.430 eV. The total charge is 0. As for the energy relative to the best compared isomer or geometry (same formula, charge and spin): 22.6 kcal/mol.

```
12
Properties=species:S:1:pos:R:3:forces:R:3
H 1.416 1.261 -1.633 -0.2 0.0 -0.1
O 1.675 0.351 -1.479 0.5 0.0 0.1
C 2.241 0.307 -0.157 -1.2 -0.9 -0.6
C -2.203 -0.819 0.470 0.4 1.7 -0.6
H 2.991 1.083 -0.036 0.0 -0.1 0.4
H -1.641 1.097 0.568 -0.2 -0.2 0.1
H 1.394 0.297 0.531 0.2 0.8 0.5
O -1.221 0.241 0.456 0.5 -0.4 0.2
H 2.629 -0.702 -0.024 0.6 0.1 -0.2
H -3.088 -0.330 0.063 -0.5 -0.8 0.2
H -2.336 -1.215 1.472 -0.2 -0.1 0.0
H -1.855 -1.572 -0.230 0.0 -0.2 0.1
```
Forces are in eV/Å.